No. 1
C6H14ClN2O2Zn | ωB97M-V with the def2-TZVPD basis set

Last column: Mulliken charge in e.
Cartesian coordinates (Å):
Zn  1.87  2.30  -0.39  0.077
Cl  -0.16  1.22  -0.26  -0.428
C  2.08  -0.81  -2.35  -1.037
C  3.10  -0.32  -1.44  0.782
O  3.02  0.81  -0.95  -0.487
N  4.01  -1.25  -1.04  -0.154
C  5.04  -1.01  -0.06  -0.839
H  1.09  -0.84  -1.88  0.266
H  2.29  -1.79  -2.77  0.345
H  1.98  -0.10  -3.17  0.275
H  3.73  -2.20  -1.22  0.231
H  4.68  -1.12  0.96  0.293
H  5.34  0.03  -0.10  0.308
H  5.91  -1.64  -0.28  0.307
C  -3.85  -0.80  -0.04  -0.938
C  -4.13  0.02  1.18  0.708
O  -5.18  -0.15  1.83  -0.682
N  -3.23  0.94  1.47  0.069
C  -3.43  1.96  2.47  -0.937
H  -3.38  -1.74  0.27  0.236
H  -3.20  -0.34  -0.78  0.282
H  -4.77  -1.00  -0.59  0.300
H  -2.36  1.02  0.97  0.088
H  -4.49  2.14  2.65  0.326
H  -3.09  2.96  2.17  0.317
H  -2.87  1.70  3.37  0.293

## Properties
Multiplicity: 2
LUMO level (alpha / beta), eV: 0.232 / -0.635
Energy relative to the best compared isomer or geometry (same formula, charge and spin), eV: 0.000
Charge: 0
Frontier orbital gap (alpha / beta), Ha: 0.274 / 0.304



No. 2
C7H10IN2 | ωB97M-V with the def2-TZVPD basis set

Last column: Mulliken charge in e.
Cartesian coordinates (Å):
I  4.06  -1.89  1.11  0.067
C  3.15  0.02  0.50  -1.043
C  1.74  -0.34  -0.24  -0.491
C  0.82  0.98  -0.47  -0.643
N  -0.61  0.55  -0.19  0.827
C  -1.05  -0.52  -1.02  0.264
C  -2.50  -1.06  -0.75  -0.468
C  -3.19  -0.30  0.40  -0.152
C  -2.50  0.88  1.13  -0.197
N  -1.19  1.24  0.77  -0.873
H  3.82  0.64  -0.18  0.414
H  2.86  0.58  1.46  0.436
H  1.21  -1.11  0.45  0.417
H  1.92  -0.79  -1.27  0.363
H  1.17  1.77  0.29  0.403
H  0.92  1.41  -1.53  0.279
H  -0.37  -1.00  -1.82  0.337
H  -2.95  -1.92  -1.34  0.363
H  -4.25  -0.59  0.74  0.333
H  -3.04  1.45  1.97  0.366

## Properties
LUMO level, eV: -5.233
Energy relative to the best compared isomer or geometry (same formula, charge and spin), eV: 3.576
Charge: +1
SMILES: ICCC[n+]1ccccn1
Frontier orbital gap, Ha: 0.257



No. 3
C4H13N3 | ωB97M-V with the def2-TZVPD basis set

Last column: Mulliken charge in e.
Cartesian coordinates (Å):
N  2.25  -0.85  -1.47  -0.611
C  1.82  -1.77  -0.39  -0.423
C  0.48  -1.20  0.17  -0.374
N  0.55  0.21  0.39  -0.404
C  -0.67  0.66  1.14  -0.493
C  -1.58  1.15  0.05  -0.645
N  -2.73  1.81  0.74  -0.645
H  2.11  -1.19  -2.44  0.236
H  3.37  -0.71  -1.41  0.213
H  2.50  -1.97  0.57  0.331
H  1.67  -2.76  -0.85  0.280
H  -0.22  -1.33  -0.68  0.169
H  0.18  -1.60  1.15  0.298
H  0.59  1.03  -0.33  0.293
H  -0.34  1.59  1.71  0.298
H  -1.18  -0.02  1.85  0.308
H  -2.02  0.40  -0.61  0.336
H  -1.03  1.87  -0.56  0.344
H  -2.37  2.75  0.99  0.245
H  -3.34  1.96  -0.03  0.243

## Properties
LUMO level, eV: 1.082
Energy relative to the best compared isomer or geometry (same formula, charge and spin), eV: 2.553
Charge: 0
SMILES: NCCNCCN
Frontier orbital gap, Ha: 0.332



No. 4
C28H26AsN2OPdS6Sb | ωB97M-V with the def2-TZVPD basis set

Last column: Mulliken charge in e.
Cartesian coordinates (Å):
Pd  1.17  1.18  1.42  0.684
S  4.80  0.15  2.16  -0.652
Sb  3.50  2.00  2.55  0.428
S  1.59  1.28  3.85  -0.536
S  2.58  2.83  0.42  -0.460
C  1.80  0.19  -2.83  -1.483
As  1.29  -0.04  -0.92  0.907
C  2.87  -1.11  -0.48  -0.947
C  -0.13  -1.45  -1.14  -0.994
C  0.36  -2.71  -1.73  0.237
C  0.95  -3.69  -0.94  0.152
C  1.44  -4.86  -1.50  -0.687
C  1.35  -5.07  -2.87  -0.472
C  0.74  -4.11  -3.66  -0.680
C  0.25  -2.95  -3.10  -0.394
H  2.27  -0.73  -3.19  0.518
H  2.51  1.01  -2.90  0.372
H  0.92  0.41  -3.44  0.353
H  2.91  -2.04  -1.04  0.502
H  2.92  -1.32  0.59  -0.067
H  3.75  -0.51  -0.73  0.461
H  -0.91  -0.98  -1.75  0.586
H  -0.54  -1.60  -0.14  0.208
H  1.02  -3.54  0.13  0.328
H  1.90  -5.60  -0.87  0.412
H  1.74  -5.97  -3.31  0.376
H  0.64  -4.27  -4.73  0.384
H  -0.23  -2.21  -3.73  0.386
N  -0.73  -5.91  3.82  -0.521
C  -0.43  -4.84  3.54  -0.201
C  -0.04  -3.53  3.18  0.630
C  -0.98  -2.57  2.81  -0.621
C  -0.53  -1.37  2.30  -1.448
N  0.76  -1.07  2.19  0.705
C  1.66  -1.92  2.68  -0.667
C  1.32  -3.17  3.14  -0.819
H  -2.04  -2.76  2.89  0.595
H  -1.22  -0.62  1.95  0.686
H  2.70  -1.61  2.69  0.262
H  2.08  -3.87  3.45  0.530
O  -0.96  1.08  0.77  0.401
C  -1.45  2.24  0.24  3.216
C  -1.23  2.33  -1.26  -0.134
C  -0.10  2.71  -1.92  -0.422
C  -0.25  2.67  -3.32  -1.070
C  -1.47  2.23  -3.71  -0.464
S  -2.48  1.87  -2.36  -0.083
C  -2.93  2.26  0.52  -0.950
C  -3.92  3.11  0.17  -0.403
C  -5.18  2.68  0.65  -0.810
C  -5.11  1.53  1.35  -0.654
S  -3.50  0.92  1.44  -0.097
C  -0.84  3.46  0.91  -0.844
C  -0.34  3.53  2.18  -0.542
C  0.17  4.82  2.49  -0.941
C  0.03  5.70  1.47  -0.592
S  -0.74  4.98  0.10  -0.081
H  0.80  3.04  -1.42  0.435
H  0.53  2.95  -4.01  0.496
H  -1.87  2.09  -4.70  0.480
H  -3.75  4.01  -0.40  0.557
H  -6.10  3.22  0.47  0.409
H  -5.90  0.98  1.81  0.470
H  -0.41  2.72  2.91  0.636
H  0.63  5.07  3.43  0.439
H  0.34  6.72  1.40  0.493

## Properties
Multiplicity: 2
LUMO level (alpha / beta), eV: 1.251 / 0.767
Charge: -1
Frontier orbital gap (alpha / beta), Ha: 0.216 / 0.204



For each record above, in turn, the calculated calculated total energy values are -74465.6070, -18491.2913, -8826.8593, -170354.4531 eV.
For each record above, in turn, the calculated F_max values are 2.88, 5.25, 4.32, 1.88 eV/A.